No. 1
Formula: C6H15ClNO2
Source: OMol25
Level of theory: the ωB97M-V functional and the def2-TZVPD basis

Calculated values
Kohn-Sham gap (Eh): 0.2211
HOMO level (eV): -3.6
Charge: -1

Element x y z (Å)
Cl1 5.16 -20.15 3.73
C1 15.71 -15.18 5.38
O1 14.51 -15.90 5.12
C2 13.65 -15.04 4.37
C3 12.66 -16.01 3.64
N1 11.87 -16.64 4.63
C4 11.08 -17.76 4.03
C5 10.22 -18.42 5.19
O2 9.98 -19.82 4.87
C6 8.86 -20.07 4.02
H1 15.56 -14.16 5.72
H2 16.28 -15.14 4.44
H3 16.44 -15.53 6.11
H4 14.13 -14.41 3.62
H5 13.12 -14.39 5.06
H6 13.25 -16.76 3.12
H7 12.12 -15.56 2.80
H8 12.46 -16.80 5.43
H9 11.65 -18.52 3.50
H10 10.32 -17.34 3.36
H11 9.26 -17.97 5.47
H12 10.73 -18.40 6.15
H13 8.45 -21.06 4.22
H14 9.37 -20.17 3.06
H15 8.04 -19.35 3.93

---

No. 2
Formula: C3H3O3
Source: OMol25
Level of theory: the ωB97M-V functional and the def2-TZVPD basis

Calculated values
Kohn-Sham gap (spin up / spin down) (Eh): 0.2650 / 0.2648
HOMO level (spin up / spin down) (eV): -14.5 / -14.5
Charge: +1

Element x y z (Å)
C1 -1.94 2.94 -0.81
C2 -0.21 1.23 -0.38
C3 -0.22 -0.09 0.04
O1 -2.58 3.84 -1.00
O2 0.82 -0.92 -0.01
O3 -1.17 2.07 0.03
H1 0.72 1.57 -0.88
H2 -0.96 -0.50 0.64
H3 0.75 -1.72 0.56

---

Energy above the lowest of the compared OMol25 structures with the same formula, charge and spin values (in kcal per mole) by entry order: 29.47, 62.01.